Entry one
Below is a molecular structure, C3H12N6O3Tl, with properties calculated with ωB97M-V with the def2-TZVPD basis set.

Geometry (Å):
Tl1 0.0877 -0.5817 0.1335
C1 2.8274 -0.0128 -0.8074
O1 1.8892 -0.5677 -0.2751
N1 3.9566 0.4011 -0.1738
N2 2.9419 0.2795 -2.0841
H1 3.9295 0.3500 0.8345
H2 4.6968 0.8472 -0.6965
H3 2.0607 0.2979 -2.5773
H4 3.8791 0.4779 -2.4044
C2 -0.5669 1.1444 2.5619
O2 -0.1089 0.7448 1.4922
N3 -1.6156 0.6802 3.1715
N4 -0.1388 2.2465 3.1135
H5 -2.0243 -0.2287 3.0074
H6 -2.0803 1.2815 3.8368
H7 0.6983 2.6981 2.7738
H8 -0.6716 2.6347 3.8787
C3 -2.1525 -1.6448 -1.5204
O3 -1.4722 -1.5545 -0.4993
N5 -3.4064 -1.9735 -1.5537
N6 -1.6915 -1.3429 -2.6748
H9 -3.9979 -2.0516 -0.7387
H10 -3.8102 -1.9340 -2.4786
H11 -2.3732 -1.3707 -3.4195
H12 -0.8570 -0.8206 -2.9002

Computed properties:
Highest occupied orbital energy in eV: -20.83
Kohn-Sham gap in eV: 8.2
Total charge: +3

***

Entry two
Below is a molecular structure, C3H12N6O3Tl, with properties calculated with ωB97M-V with the def2-TZVPD basis set.

Geometry (Å):
Tl1 0.4269 -0.1922 0.7096
C1 2.5320 -0.8456 -2.9395
O1 1.8877 -0.5803 -1.8939
N1 1.9554 -1.5317 -3.9513
N2 3.8189 -0.4739 -3.0686
H1 0.9595 -1.6895 -3.8904
H2 2.3081 -1.6032 -4.8961
H3 4.2643 0.0185 -2.3107
H4 4.3815 -0.7670 -3.8533
C2 -2.3889 -2.9649 1.7169
O2 -1.6833 -1.9449 1.7232
N3 -1.9277 -4.1195 2.2731
N4 -3.6304 -3.0432 1.1786
H5 -2.4703 -4.9686 2.1622
H6 -0.9979 -4.1252 2.6713
H7 -4.1171 -3.9301 1.1659
H8 -3.9866 -2.2924 0.6047
C3 -0.1079 3.8584 1.5682
O3 -0.1260 2.6310 1.4512
N5 -0.8597 4.4883 2.5187
N6 0.5766 4.6864 0.7489
H9 -1.1143 5.4624 2.3934
H10 -1.4068 3.9225 3.1591
H11 1.0794 4.3066 -0.0425
H12 0.6267 5.6981 0.8012

Computed properties:
Highest occupied orbital energy in eV: -19.12
Kohn-Sham gap in eV: 2.1
Total charge: +3

***

Bottom line: entry one, by a margin of 0.0380 hartree.